# 1
The following is a DFT calculation (ωB97M-V with the def2-TZVPD basis set) of a 9-piece molecular cluster, C51H108F9N6O9S3 overall in a non-equilibrium geometry.

Structure (ORCA input):
```
! wB97M-V def2-TZVPD RIJCOSX def2/J DEFGRID3
* xyz 3 1
S -5.74844 -1.71465 -1.33122
S 0.54287 1.05657 -1.91730
S -0.76156 1.59963 4.02896
F -6.80983 -0.26457 -3.41679
F -0.96656 2.88231 -0.55513
F -3.41465 0.58713 4.09197
F -2.04240 1.42718 -1.72124
F -2.62596 1.04036 5.98149
F -1.91027 -0.69684 4.90269
F -1.19925 0.92136 0.18491
F -4.87692 0.40978 -2.81935
F -5.04796 -1.34928 -4.04098
O 1.63929 1.63014 -1.10983
O -6.69467 -0.90477 -0.53938
O -6.22391 -3.02068 -1.69261
O 0.22390 1.23035 5.04604
O 0.32478 -0.36314 -1.78950
O -4.41741 -1.64120 -0.85970
O -0.58176 1.10168 2.71074
O 0.33019 1.56697 -3.24999
O -1.30282 2.93445 4.19378
N 10.00074 -2.26011 -4.25247
N -7.31839 -2.98606 2.02570
N -1.67333 -3.15194 -3.09230
N 2.93396 -0.96351 5.98849
N -2.80065 4.48838 -3.88995
N 1.61095 4.88462 2.00025
C -0.38769 6.06061 1.50163
C 2.58818 -2.31601 5.31646
C -2.90221 -4.07549 -2.96543
C -2.35272 -3.66926 -5.27463
C 2.99223 0.04029 4.85891
C -7.51105 -1.61978 2.47374
C -3.23884 5.84545 -4.25374
C -0.06929 6.25171 2.97014
C -1.26071 4.50298 -3.63067
C -7.44010 -3.88504 3.20222
C -6.06235 -4.00100 3.85753
C 3.46826 -0.82376 3.59482
C 0.70828 5.54935 -2.66323
C -4.49296 3.13911 -4.87823
C 4.03538 4.90934 1.13584
C -0.04482 -0.74494 8.46087
C -0.65642 -3.36699 -1.96653
C -0.24451 -3.58737 0.48597
C 3.36480 -2.31068 3.93655
C 5.43332 5.43786 1.46534
C 1.94353 -0.41968 7.04411
C 10.89976 -4.45293 -4.50473
C 7.66649 -0.42049 -1.87388
C -2.27288 0.59234 4.79283
C 8.85961 -1.38392 -2.17425
C 0.89028 5.12910 3.34075
C -0.94989 1.61294 -0.94633
C -1.17223 -3.62292 -4.40582
C 4.27731 -1.03745 6.60380
C 10.67680 -3.38168 -3.51122
C -5.91126 -3.15661 1.54152
C -8.35154 -3.24271 0.96332
C -3.04397 3.45988 -4.97153
C 1.39368 3.45131 1.64156
C -5.59330 -0.71723 -2.97192
C -9.80869 -3.20974 1.44090
C 9.67151 -2.90755 -5.64888
C -3.67383 3.99173 -2.83236
C 10.81900 -3.80975 -5.90639
C -1.33845 -3.51456 -0.60265
C 8.71323 -1.81270 -3.62528
C 0.98577 5.75260 0.91906
C 10.92851 -1.03650 -4.56016
C -5.06164 -3.42294 2.81354
C 0.69813 -1.25713 7.27638
C 3.04217 5.24032 2.27417
C -5.02341 3.67706 -3.55909
C -0.79779 5.57989 -2.67678
C -10.50679 -4.41529 0.82184
C -3.53520 -4.13273 -4.30018
C -2.10097 -1.70173 -3.11714
H -1.11153 6.61050 -2.89886
H -4.41448 -3.49225 -4.39664
H -9.93752 -3.23239 2.52557
H 2.81541 -3.15215 6.04791
H -5.92483 -4.11403 1.05599
H 3.10131 6.27850 2.66590
H -3.25497 3.11948 -2.36960
H -11.55888 -4.38729 1.11589
H -2.49640 6.39613 -4.84851
H 1.83159 2.78204 2.33257
H -10.51031 -4.33458 -0.23219
H -4.27040 -4.10012 2.55215
H -1.29928 -1.10189 -3.49067
H -5.68930 4.47699 -3.78292
H 1.16091 4.65352 -2.18085
H 8.66889 -2.29573 -1.51206
H -4.98823 3.56344 -5.73575
H -3.48239 -3.83584 -2.06681
H -0.15016 -4.23072 -2.24270
H 2.53115 -0.41797 7.93302
H 4.09849 3.84123 0.98183
H 10.59734 -4.57996 -6.67625
H -5.85903 -4.99420 4.24141
H -4.49503 -2.55984 3.19178
H -1.23280 5.47098 -1.69727
H 11.80101 -1.34194 -5.17410
H 0.30492 -1.01200 9.49334
H -3.30827 6.44316 -3.30628
H 6.72560 -0.87925 -2.11320
H 0.02800 -1.25672 6.41459
H 9.42645 -2.15283 -6.37057
H -8.08627 -2.46078 0.25765
H 0.44253 7.19041 3.08741
H -0.91893 5.11811 1.37570
H -4.53504 1.98300 -4.90778
H 0.29272 3.31049 1.60595
H -2.52555 -1.49559 -2.12107
H 4.26641 -1.75924 7.43703
H -5.56628 2.88895 -3.11613
H 0.32550 4.17802 3.52862
H 11.27410 -0.60903 -3.62285
H 1.55891 5.30976 4.15795
H 1.50863 -2.20805 5.10198
H 3.66817 0.86310 5.16914
H 1.56247 6.67282 0.72881
H -7.21442 -0.89450 1.71530
H -6.88790 -1.40660 3.34306
H 5.41249 6.53355 1.24242
H 7.64549 -0.29262 -0.73351
H -2.43921 -5.02480 -2.82101
H -8.12106 -4.21301 0.42194
H -0.52096 -4.24890 1.27811
H 0.66298 -4.04167 0.06204
H 7.61037 0.53513 -2.40760
H 11.75532 -5.14722 -4.39359
H -0.78667 4.58245 -4.63409
H 0.85940 5.19790 0.00979
H 1.04407 6.46171 -2.15232
H 2.77634 -2.90510 3.17520
H 4.90519 -1.46922 5.82017
H 4.49317 -0.55215 3.28688
H 3.31769 4.65729 3.12598
H 1.56959 0.60432 6.72048
H -0.89103 6.10321 3.66405
H 1.84916 3.20415 0.68719
H -6.02290 -3.36160 4.74694
H -8.13714 -3.51128 3.91933
H 9.80682 -0.96230 -1.80698
H -1.97117 -4.38713 -0.55161
H -2.02024 -2.67422 -0.46442
H -0.26112 -3.17046 -4.85640
H -2.26602 2.69881 -4.87013
H 11.62004 -2.97455 -3.03284
H -2.14850 -4.39209 -6.10290
H -3.79972 4.76236 -2.10224
H 11.74648 -3.29927 -6.22881
H 10.11869 -5.16699 -4.23519
H 4.58044 -0.01451 6.85540
H 9.97197 -3.63199 -2.71763
H -0.96896 3.53631 -3.25421
H 8.36876 -0.94445 -4.20455
H 8.76116 -3.44251 -5.53651
H -7.76777 -4.90516 2.87988
H -0.89893 6.89580 1.02634
H 10.32157 -0.33008 -5.07052
H 1.05392 5.52190 -3.69919
H -10.30797 -2.28958 1.10359
H 4.32049 -2.83422 4.06474
H -0.04260 -2.58981 0.93702
H -1.00926 -1.27101 8.44893
H 2.86768 -0.45233 2.75692
H -8.50530 -1.47313 2.80334
H -0.86762 -4.66387 -4.35161
H 1.99386 0.38856 4.72014
H 1.03085 -2.26317 7.49084
H 6.15909 4.84674 0.91595
H -2.98470 -1.64003 -3.74335
H -3.76471 -5.17452 -4.48836
H 5.55094 5.31783 2.58688
H -0.30889 0.32724 8.43009
H 3.69920 5.23442 0.16329
H -2.47204 -2.76409 -5.84081
H 8.08558 -2.66213 -3.64597
H -4.12821 5.86842 -4.75913
H -0.01738 -2.50629 -1.95765
H -5.50178 -2.38995 0.94051
H -10.02411 -5.26725 1.26455
H -2.71581 3.96997 -5.87328
*
```

## Properties
Energy, eV: -138946.2401
Kohn-Sham gap, eV: 9.488



# 2
The following is a DFT calculation (ωB97M-V with the def2-TZVPD basis set) of a 8-piece molecular cluster, C51H113N5O8 overall in a non-equilibrium geometry.

Structure (ORCA input):
```
! wB97M-V def2-TZVPD RIJCOSX def2/J DEFGRID3
* xyz 0 1
O 2.44914 -1.39381 -0.24441
O -2.83865 -0.73158 4.02910
O 0.51983 0.90797 2.80712
O 0.90522 5.81704 0.91239
O 1.69645 -2.10572 2.29448
O 0.48602 0.40976 0.17218
O -0.83664 -6.14975 -3.33453
O -2.51710 -0.54047 -3.46501
N -3.47819 0.12260 -4.34353
N 1.16379 2.18236 3.00080
N 0.45617 6.42311 -0.28985
N 1.82656 -3.45454 2.70175
N 0.52691 -5.69849 -3.14504
C 0.36005 4.14132 -1.29626
C 4.25877 -3.42608 2.27389
C -5.24549 1.71925 -4.55368
C 0.11393 -3.02437 4.62234
C 0.89561 5.65080 -1.39596
C -2.40203 -0.74898 -6.41754
C 2.01479 -5.73153 4.42019
C -0.21119 -3.41069 -2.13264
C -0.13008 2.29532 5.13083
C -4.85554 -1.09808 2.66445
C -1.31694 7.64982 -1.51309
C -3.74550 1.35272 -6.42655
C 2.44258 -6.08826 -1.80300
C 0.76653 -7.85816 -2.01844
C 3.75936 0.17286 -1.51453
C 0.87451 4.38361 4.05711
C -1.96047 5.77022 0.07827
C 2.50595 1.99355 3.44703
C 0.61588 -4.21064 -3.17871
C -5.25812 0.04074 -2.64918
C -3.62355 1.87910 -2.61104
C 2.44838 5.59653 -1.42394
C -3.82468 -1.70829 3.52898
C -1.51247 1.26442 -5.31535
C 3.76232 -0.85653 -0.47806
C 2.10898 -3.84799 -2.96264
C -0.99661 6.89250 -0.18929
C 0.45615 6.34300 -2.67554
C -4.30897 0.94693 -3.51596
C -0.50067 -3.64867 2.37990
C 0.92772 -6.39848 -1.84691
C 0.11700 -5.95509 -0.65251
C -4.51897 2.45539 -5.66303
C 3.33807 -2.89069 4.56937
C 0.11413 -3.68915 -4.54272
C -1.05172 3.16800 3.02558
C -0.78336 0.40892 -0.41229
C -0.98596 7.82614 0.97820
C 0.25077 3.02955 3.82192
C 0.57069 -3.82307 3.40765
C 0.68892 -5.35201 3.69924
C 3.30303 1.36963 2.21912
C 3.09317 3.36869 3.65116
C -0.98148 6.75307 -2.72384
C 3.10708 -5.22817 3.53751
C -1.62370 -0.78463 0.04904
C 2.27722 4.23322 4.65568
C -2.82289 0.48940 -5.56052
C 2.79378 1.09782 4.67029
C 2.69050 -4.59753 -1.76893
C 3.12249 -3.64630 3.30521
H 1.43664 -1.52695 2.99991
H 1.05951 7.23196 -2.85139
H -0.05190 8.47071 0.87538
H 0.42216 3.62538 -0.35339
H 1.17591 -0.23255 -0.10075
H 2.81753 1.54911 5.64173
H -3.36953 -2.63070 3.08623
H -0.87844 7.37720 1.98178
H -1.21036 1.34968 -0.03815
H -0.21469 -5.59157 4.25107
H -5.16089 3.07935 -6.32062
H -1.66463 5.22875 0.95125
H -2.95577 6.37708 0.22965
H 4.27269 -2.31501 2.01706
H 2.95133 1.79420 1.27746
H -0.94996 1.23030 -6.21665
H -3.74341 3.12003 -5.28535
H -3.03917 2.67725 -3.16198
H -5.75889 -0.52968 -3.35017
H -0.95604 -6.13078 -0.65499
H -6.07195 0.54919 -2.12173
H 0.44599 -4.26313 -5.44347
H 4.12806 3.19269 3.97061
H 3.06061 3.91190 2.70452
H -2.14843 -0.26685 -7.36982
H 4.46077 -1.63317 -0.91859
H -0.99833 -3.78283 -4.61922
H -0.18756 -3.96093 1.41579
H -5.84677 0.85013 -4.93279
H -1.15962 -5.55748 -3.94694
H 3.16185 0.26793 2.30177
H 3.45827 -0.23725 -2.44501
H -1.59840 5.89330 -2.65092
H 0.31582 -4.91990 -0.35928
H 4.06821 -4.07647 1.39926
H 0.74970 -3.23699 5.55235
H 0.49056 -3.29565 -1.30685
H 4.76873 0.51157 -1.67617
H 2.00768 0.40289 4.75793
H -5.44736 -0.38096 3.15943
H -0.68703 3.48598 2.00955
H 0.40030 -2.65842 -4.72292
H -4.26726 2.53626 -1.94240
H -4.47119 0.73095 -6.86394
H 0.16263 -1.95659 4.43606
H 2.81154 6.67467 -1.52423
H 2.58069 -3.08950 5.31021
H -1.16600 7.27028 -3.66221
H -1.69517 2.28138 -4.95761
H -4.43084 -0.67591 1.74073
H 0.57052 0.79366 1.75147
H -5.53438 -1.82112 2.24461
H -3.15538 1.89003 -7.19352
H 2.95671 5.02634 -2.24242
H -1.14256 -3.85730 -1.71373
H 3.78274 -4.47056 -1.77891
H 4.07773 -5.66624 3.87161
H -0.36640 -2.41029 -2.49651
H 2.69904 -4.40211 -3.77191
H -1.23727 -1.77701 -0.05635
H 0.50561 -6.56698 0.18729
H -2.32806 8.05832 -1.35172
H 5.23415 -3.63188 2.64214
H -0.78758 -2.58797 2.32184
H 2.01379 -5.20441 5.42166
H -2.96231 1.25343 -2.05900
H 2.26193 3.89603 5.69810
H 1.27619 -8.20752 -2.92676
H 3.14481 1.07301 -1.29211
H -0.92190 0.76156 -4.56259
H 2.80749 5.34796 -0.46151
H 2.28019 -2.83574 -2.89398
H 2.95459 -5.63898 2.54323
H -0.77063 2.93549 5.73404
H -0.89450 -3.34918 4.84251
H -1.86913 8.48935 1.01917
H 4.40674 1.57147 2.37063
H 0.56641 4.90620 0.98691
H -2.07365 -0.75803 3.44262
H 4.13716 -0.45455 0.51116
H 2.40287 -4.20434 -0.78397
H 1.03709 3.56096 -2.00895
H -1.53312 2.18290 2.84862
H -2.18891 5.14987 -0.83427
H 3.70466 0.49404 4.60983
H -4.25270 -2.04145 4.43399
H -1.77660 3.84055 3.45889
H 3.41277 -1.82093 4.34482
H 0.51508 5.64340 -3.45964
H 0.14827 4.92607 4.77505
H 4.30324 -3.14614 5.03001
H 0.57116 -5.87308 2.73460
H 2.88280 -6.57562 -0.86650
H 1.19244 -8.33590 -1.20224
H -1.46988 -1.22833 -6.09468
H -2.95799 -1.39889 -3.31630
H 2.08390 -6.79182 4.66306
H -0.74763 0.45398 -1.52723
H -2.58025 -0.82796 -0.42452
H -3.18010 -1.47058 -6.63105
H -5.82321 2.35219 -3.85348
H -0.59302 8.44599 -1.44962
H -1.32772 -4.27760 2.61686
H 2.83340 5.17507 4.74310
H -1.78918 -0.73225 1.13586
H 0.99281 4.98940 3.10662
H -0.25014 -8.11629 -2.21636
H -4.74738 -0.59743 -1.93514
H -0.63005 1.37429 4.93942
H 0.75502 2.04983 5.74791
H -0.64772 3.93852 -1.66705
H 2.46096 -1.76301 0.68039
H 3.01201 -6.51693 -2.70446
*
```

## Properties
Energy, eV: -78541.5753
Relative energy (zero: lowest compared OMol25 entry of this formula, charge and spin), kJ/mol: 171.93
Kohn-Sham gap, eV: 8.755
Structure (SMILES): CC1(C)CCCC(C)(C)N1O.CC1(C)CCCC(C)(C)N1O.CC1(C)CCCC(C)(C)N1O.CC1(C)CCCC(C)(C)N1O.CC1(C)CCCC(C)(C)N1O.CCO.CCO.CCO



In eV, the highest occupied orbital energy values for the records above are, in order, -14.2, -8.2.